Molecular formula: C5H5O2
Method: DFT, ωB97M-V/def2-TZVPD

Last column: natural (NBO) charge in e.
Positions of all 12 atoms, in Å:
1 C 1.352 0.447 -0.097  -0.6577
2 C 2.595 0.764 -0.013  0.6624
3 C 0.436 -0.945 -0.033  0.5113
4 C -0.968 -0.882 -0.039  -0.5819
5 C -1.764 0.359 0.228  -0.6224
6 O 3.702 1.024 0.372  -0.5711
7 O 1.185 -1.874 -0.073  -0.7164
8 H 0.784 1.041 -0.695  0.2331
9 H -1.342 -1.831 -0.279  0.1921
10 H -2.611 0.360 -0.469  0.1729
11 H -1.148 1.188 -0.134  0.2024
12 H -2.221 0.352 1.232  0.1754

The charge is -1. The energy above the lowest of the compared OMol25 structures with the same formula, charge and spin is 249.0 kJ/mol. Its SMILES is C/C=C(/[O-])C=C=O.

***

Molecular formula: C3H11B2N3
Method: DFT, ωB97M-V/def2-TZVPD

Last column: natural (NBO) charge in e.
Positions of all 19 atoms, in Å:
1 B -0.729 1.265 -0.297  0.9011
2 B 0.288 -0.518 -0.696  0.8672
3 N -0.452 0.400 -1.477  -1.0764
4 N 0.048 0.944 0.868  -0.6989
5 N 0.322 -0.392 0.768  -0.4689
6 C -2.083 2.098 -0.233  -0.9540
7 C 0.946 -1.833 -1.251  -0.9585
8 C 1.293 -0.966 1.738  -0.4212
9 H -0.461 0.171 -2.483  0.4458
10 H 0.064 1.457 1.759  0.3933
11 H -2.616 2.153 -1.188  0.2278
12 H -1.827 3.108 0.146  0.2262
13 H -2.658 1.573 0.492  0.2336
14 H 0.369 -1.984 -2.162  0.2154
15 H 0.968 -2.767 -0.680  0.2327
16 H 1.979 -1.510 -1.394  0.2295
17 H 0.621 -1.215 2.551  0.1970
18 H 1.969 -0.155 2.060  0.1867
19 H 1.958 -1.829 1.479  0.2217

***

The records above yield HOMO values of -2.33, -7.63 eV, respectively.
The records above yield F_max values of 0.07922, 0.08813 hartree/bohr, respectively.
The records above yield Kohn-Sham gap values of 6.3, 8.3 eV, respectively.